This record from the Open Molecules 2025 dataset describes a 10-piece molecular cluster, C31H58Cl19FO6S overall. The level of theory is ωB97M-V/def2-TZVPD.

Calculated values
LUMO energy ... 0.1 eV
Structure (SMILES) ... CCC[C@]1([C@H](Cl)CC)OS(=O)(=O)O[C@]1(CC(=O)O)C[C@@H](C)F.ClCCCl.ClCCCl.ClCCCl.ClCCCl.ClCCCl.ClCCCl.ClCCCl.ClCCCl.ClCCCl
Multiplicity ... 1
HOMO-LUMO gap ... 0.37541 hartree
Charge ... 0
HOMO ... -10.08 eV
Max |F| ... 1.52 eV/A

Each line ends with the Löwdin charge.
Positions of all 116 atoms, in Å:
C  -1.60297  -2.79941  2.13563  -0.144
C  -1.70781  -1.52567  1.27440  -0.211
C  -1.02059  -1.68008  -0.09527  -0.120
C  -0.08045  -0.56846  -0.54708  -0.377
C  0.94684  -0.09537  0.51578  -0.534
Cl  1.55917  -1.52448  1.41868  0.767
C  0.55963  0.99340  1.56548  -0.238
C  -0.72070  1.82979  1.50116  -0.092
O  -0.87291  0.53626  -1.07922  -0.130
S  0.08816  1.47370  -1.91808  0.584
O  -0.70224  2.03371  -2.95993  -0.220
O  0.86186  2.37496  -1.13107  -0.209
O  1.07772  0.33921  -2.38006  -0.169
C  0.60017  -1.00797  -1.90030  -0.294
C  1.88612  -1.82390  -1.84184  -0.011
C  1.71746  -3.32748  -1.68008  -0.477
O  1.68075  -3.91279  -0.63962  0.122
O  1.69923  -3.99089  -2.88934  0.075
C  -0.37372  -1.48650  -2.98899  -0.039
C  -0.16449  -0.90133  -4.38384  -0.365
C  1.12365  -1.26588  -5.08115  -0.023
F  -1.22200  -1.45241  -5.12883  -0.037
H  -0.78228  -2.68018  2.84540  0.031
H  -1.36947  -3.67503  1.53563  0.031
H  -2.49706  -2.94230  2.73450  -0.002
H  -1.28659  -0.70081  1.83921  0.074
H  -2.76860  -1.34038  1.11305  0.076
H  -0.46300  -2.61710  -0.10327  0.099
H  -1.79616  -1.78006  -0.85151  0.122
H  1.82794  0.24841  -0.01681  0.089
H  1.40146  1.68685  1.59212  0.105
H  0.56365  0.50340  2.53858  0.085
H  -0.60686  2.66457  2.19431  0.038
H  -0.94327  2.27320  0.54009  0.055
H  -1.60776  1.28811  1.82788  0.061
H  2.55139  -1.45858  -1.06378  0.112
H  2.40002  -1.67606  -2.79090  0.127
H  0.88262  -4.49755  -2.97124  0.123
H  -1.40514  -1.28593  -2.71321  0.126
H  -0.31184  -2.56812  -3.10710  0.127
H  -0.31995  0.17274  -4.41315  0.095
H  1.02841  -1.05500  -6.14259  0.062
H  1.94211  -0.65454  -4.69636  0.084
H  1.38374  -2.31191  -4.91812  0.080
Cl  -3.34046  -4.92013  4.69079  0.514
C  -4.21039  -6.23290  3.86885  -0.663
C  -3.42655  -6.75799  2.69274  -0.628
Cl  -3.28202  -5.54504  1.38909  0.573
H  -5.18323  -5.84952  3.56870  0.053
H  -4.35570  -7.03529  4.59248  0.034
H  -3.92344  -7.63197  2.27511  0.073
H  -2.41637  -7.03114  2.98772  0.065
Cl  -4.85903  0.46168  2.30623  0.557
C  -6.43646  -0.36590  2.40782  -0.656
C  -6.38968  -1.56936  3.31426  -0.646
Cl  -5.38847  -2.87963  2.63957  0.570
H  -6.72855  -0.64399  1.39863  0.067
H  -7.15078  0.35720  2.79740  0.072
H  -7.39536  -1.96581  3.44350  0.073
H  -5.98342  -1.31376  4.28970  0.071
Cl  -0.49344  5.53390  2.06553  0.558
C  1.02276  5.81925  2.95858  -0.653
C  1.30372  4.72925  3.96083  -0.666
Cl  0.13919  4.73253  5.30938  0.542
H  0.94675  6.79205  3.43687  0.068
H  1.82593  5.85007  2.22417  0.072
H  2.29303  4.87715  4.39025  0.073
H  1.26445  3.74760  3.49452  0.049
Cl  -0.74495  -2.72453  6.05730  0.541
C  0.86924  -3.47272  5.94302  -0.651
C  0.90192  -4.65451  5.00682  -0.644
Cl  -0.02599  -6.04164  5.63604  0.519
H  1.16815  -3.75992  6.94777  0.067
H  1.54967  -2.70585  5.57571  0.071
H  1.93169  -4.98707  4.88758  0.074
H  0.49581  -4.40297  4.02970  0.055
Cl  -1.13476  4.53303  -7.23537  0.530
C  -2.32038  3.24739  -6.87311  -0.652
C  -1.69308  2.09544  -6.13437  -0.652
Cl  -0.55208  1.18121  -7.15870  0.592
H  -2.75886  2.92837  -7.81480  0.068
H  -3.09511  3.69490  -6.25331  0.074
H  -2.46342  1.39336  -5.81811  0.082
H  -1.15299  2.43772  -5.25678  0.037
Cl  3.98559  6.23685  -4.75981  0.572
C  2.52272  5.21105  -4.78720  -0.642
C  2.68314  3.98336  -3.93263  -0.647
Cl  3.87297  2.83662  -4.61137  0.571
H  2.31419  4.95757  -5.82308  0.067
H  1.70133  5.81215  -4.40156  0.077
H  1.73287  3.45510  -3.87225  0.057
H  3.00418  4.23464  -2.92553  0.072
Cl  8.91096  -0.27060  -4.26563  0.531
C  7.86115  1.16167  -4.09605  -0.667
C  7.20604  1.55049  -5.39516  -0.685
Cl  8.37876  2.17580  -6.58343  0.540
H  8.46827  1.97259  -3.70271  0.068
H  7.09259  0.90911  -3.36738  0.069
H  6.48438  2.34295  -5.20945  0.012
H  6.69402  0.70558  -5.84886  0.069
Cl  5.44202  10.72650  -3.26320  0.537
C  4.40707  9.36509  -2.75701  -0.682
C  3.09586  9.82952  -2.17990  -0.666
Cl  3.29824  10.65576  -0.61147  0.530
H  4.96769  8.77250  -2.03866  0.068
H  4.21764  8.75900  -3.63985  0.012
H  2.45390  8.96778  -2.00432  0.069
H  2.58921  10.51621  -2.85269  0.068
Cl  -2.61699  -6.40417  7.65133  0.523
C  -3.93532  -6.57667  8.83426  -0.656
C  -4.93358  -7.63293  8.44443  -0.652
Cl  -5.89076  -7.16979  7.01034  0.559
H  -4.40922  -5.60413  8.94040  0.070
H  -3.47826  -6.85374  9.78326  0.073
H  -5.63940  -7.78022  9.25989  0.071
H  -4.44480  -8.57828  8.22401  0.068

Atomic forces in eV per Å
0.580 0.633 0.230
-0.083 -0.614 0.046
-0.346 0.213 0.280
-0.204 -1.425 -0.492
-0.153 0.309 0.091
0.090 -0.054 -0.007
-0.031 0.089 0.101
-0.214 0.130 0.100
0.384 0.423 0.570
0.093 0.564 0.099
0.076 -0.274 -0.259
-0.117 -0.054 0.121
-0.072 -0.259 -0.003
0.346 0.845 -0.426
0.506 -0.160 -0.120
0.092 -0.271 0.177
-0.264 0.121 -0.222
-0.301 0.739 -0.132
-0.132 -0.286 0.206
-0.032 -0.245 -0.282
0.212 0.066 0.268
-0.102 -0.077 -0.053
0.062 -0.077 0.005
-0.267 -0.087 0.028
-0.071 -0.223 -0.135
-0.145 0.093 -0.049
0.035 0.348 -0.012
0.174 0.093 -0.024
0.021 -0.001 -0.071
-0.052 0.171 -0.027
0.052 -0.028 -0.109
-0.009 -0.054 -0.007
0.035 -0.065 0.047
0.119 0.040 -0.037
0.037 -0.122 -0.094
-0.115 -0.039 0.131
-0.075 0.039 -0.037
0.214 -0.513 0.223
0.004 0.217 0.002
0.027 -0.020 0.102
-0.008 0.026 0.113
-0.026 -0.049 -0.034
-0.014 0.050 -0.029
-0.077 -0.051 -0.131
-0.031 0.086 -0.034
-0.006 -0.061 0.005
0.010 -0.079 0.042
-0.181 -0.220 -0.090
0.018 0.022 -0.052
0.053 0.053 0.009
-0.033 0.040 -0.037
0.006 0.030 0.021
0.003 0.002 -0.011
-0.059 0.015 -0.003
-0.017 -0.007 0.053
-0.046 0.029 -0.075
0.038 -0.010 -0.012
0.017 0.006 0.023
-0.006 0.001 -0.031
0.037 0.001 -0.012
-0.004 0.062 -0.007
0.050 0.041 -0.038
0.055 -0.024 0.000
-0.012 -0.015 -0.008
-0.037 -0.015 0.031
-0.009 -0.027 -0.013
-0.006 0.021 0.011
-0.025 -0.002 -0.001
-0.019 -0.031 -0.018
0.066 0.016 0.012
-0.004 0.020 -0.067
0.122 -0.022 -0.036
-0.027 -0.015 0.007
-0.013 0.000 -0.022
0.001 -0.009 0.014
-0.051 0.011 0.023
0.008 0.009 -0.005
-0.064 -0.012 0.010
-0.023 -0.043 0.070
0.032 0.101 -0.058
0.045 0.011 -0.028
0.020 0.012 0.019
-0.014 0.000 -0.033
0.021 -0.006 -0.013
0.005 -0.039 -0.034
-0.077 0.032 -0.025
-0.130 -0.069 0.093
-0.032 -0.023 0.019
0.052 -0.021 -0.009
0.009 0.001 0.024
-0.010 0.008 -0.044
0.043 -0.004 -0.009
0.006 0.004 0.001
-0.039 0.017 0.060
-0.056 0.013 -0.023
0.006 -0.017 0.000
0.036 -0.010 -0.025
-0.010 -0.012 -0.012
0.043 0.038 -0.001
0.039 -0.019 -0.014
0.000 0.003 0.019
0.028 -0.035 -0.027
-0.054 -0.042 -0.018
-0.003 0.004 -0.002
0.015 0.033 0.020
-0.017 0.036 -0.006
0.014 -0.010 0.011
0.023 0.039 0.016
-0.063 -0.070 0.133
0.101 0.051 0.079
-0.037 -0.075 0.065
-0.001 -0.003 -0.002
-0.016 0.001 -0.028
-0.020 -0.008 0.004
-0.023 0.009 -0.014
0.008 0.015 -0.047


This record from the Open Molecules 2025 dataset describes a 2-piece molecular cluster, C6H13N3 overall. The level of theory is ωB97M-V/def2-TZVPD.

Calculated values
LUMO energy ... 0.7 eV
Structure (SMILES) ... [H]/N=C\NN.C=CC(=C)C
Multiplicity ... 1
HOMO-LUMO gap ... 0.33508 hartree
Charge ... 0
HOMO ... -8.44 eV
ΔE to the lowest compared entry with this formula, charge and spin ... 262.6 kJ/mol
Max |F| ... 1.87 eV/A

Each line ends with the Löwdin charge.
Positions of all 22 atoms, in Å:
H  -1.91870  2.26238  -0.62568  0.026
N  -1.43766  2.07665  -1.50432  0.068
C  -1.18414  0.85638  -1.68215  -0.362
N  -1.58567  -0.23831  -0.92543  -0.101
N  -2.35154  0.01802  0.22588  0.027
H  -0.64589  0.56136  -2.57822  0.106
H  -1.21835  -1.15606  -1.15668  0.109
H  -3.02005  -0.71694  0.43650  0.083
H  -1.78876  0.15719  1.06564  0.055
C  0.93569  1.21651  1.81934  0.030
C  0.64097  -0.04726  1.52795  -0.176
C  0.97333  -0.77131  0.26106  -0.395
C  0.76947  -2.09289  0.18398  0.027
C  1.89230  -0.06465  -0.69172  -0.070
H  1.39202  1.88385  1.10749  0.060
H  0.70103  1.63430  2.78510  0.057
H  0.16381  -0.67056  2.27703  0.099
H  0.18755  -2.63265  0.91445  0.062
H  1.13889  -2.66617  -0.65065  0.062
H  2.12041  -0.69086  -1.55062  0.079
H  1.42050  0.85233  -1.04466  0.064
H  2.81480  0.22869  -0.19429  0.089

Atomic forces in eV per Å
-0.177 -0.253 -0.098
0.354 0.713 0.219
-0.792 -0.995 0.111
-0.303 0.741 -0.325
0.066 -0.225 0.288
0.138 -0.173 -0.045
-0.098 0.442 0.497
0.122 0.107 -0.513
0.244 -0.110 -0.373
-0.173 -0.184 -0.165
-0.149 -0.420 -0.573
1.294 -0.338 1.309
-0.213 0.491 -0.117
-0.587 0.197 -0.246
0.134 0.063 -0.158
-0.047 0.005 0.135
-0.042 0.015 0.104
-0.053 -0.009 0.232
0.077 -0.069 -0.186
0.072 -0.014 -0.040
0.057 0.100 -0.128
0.075 -0.086 0.072


Which of these has the highest HOMO-LUMO gap? C31H58Cl19FO6S


Number 2 is which compound? C6H13N3


The lowest HOMO belongs to which entry? C31H58Cl19FO6S